C52H97Br9Cl4NO12P as an isolated structure at a distorted geometry, computed with the ωB97M-V functional and the def2-TZVPD basis.

The geometry in XYZ format:
```
176
Properties=species:S:1:pos:R:3:forces:R:3
C 5.325 -6.459 -2.393 -0.5273 0.4892 -0.0344
C 4.024 -6.337 -1.571 0.3443 -0.8441 1.2298
C 4.278 -5.488 -0.267 -1.1150 0.8836 -2.2556
C 2.939 -5.117 0.459 1.5788 0.1289 1.1936
P 3.117 -3.982 1.921 -0.2762 -0.9595 1.1959
C 1.503 -3.934 2.880 1.4591 0.1314 -1.4452
C 1.542 -3.054 4.131 -0.5664 -0.3641 -0.8951
C 0.159 -2.953 4.782 0.0765 0.1299 0.1307
C 0.290 -2.444 6.193 0.0425 0.8851 -0.0595
C 4.345 -4.756 3.115 0.3754 -0.5676 -1.0946
C 4.269 -6.329 3.213 -1.2383 0.9019 0.0875
C 5.111 -6.943 4.320 0.5740 0.0172 -0.3487
C 4.834 -8.437 4.624 -0.7904 0.9201 -0.5232
C 3.686 -2.274 1.498 1.3412 -0.4193 1.2676
C 4.766 -1.754 2.602 -2.3633 -0.5981 -0.8672
C 4.766 -0.232 2.680 1.9236 -0.3820 -0.6916
C 5.746 0.243 3.777 -1.4608 0.5621 -0.6241
H 5.779 -5.505 -2.661 -0.3066 0.4794 0.2828
H 5.132 -6.884 -3.378 0.1448 -0.6382 0.2560
H 6.106 -6.955 -1.817 -0.1111 -0.4794 -0.2415
H 3.713 -7.308 -1.185 0.3363 -0.5666 -0.1622
H 3.137 -6.108 -2.162 0.2438 1.0152 0.0009
H 4.760 -4.632 -0.739 0.0290 0.6510 0.6988
H 5.042 -5.995 0.324 -0.3085 -0.0063 0.3017
H 2.601 -6.044 0.922 -0.5622 -0.0104 -0.0709
H 2.160 -4.605 -0.105 -0.1287 -0.0295 -0.5565
H 1.075 -4.920 3.060 0.3867 -0.1826 -0.0125
H 0.996 -3.541 1.998 -1.2055 0.6830 0.1300
H 1.875 -2.059 3.836 -0.1549 0.2638 0.0508
H 2.296 -3.387 4.843 -0.0868 -0.3701 0.1578
H -0.424 -3.863 4.920 0.4576 -0.5982 -0.7068
H -0.504 -2.323 4.190 0.1959 0.2126 -0.1051
H 1.053 -1.671 6.277 0.0463 0.1707 -0.0311
H 0.605 -3.261 6.842 -0.3835 0.1178 0.3005
H -0.662 -1.967 6.427 0.0672 -0.2987 0.7740
H 4.207 -4.303 4.097 -0.1714 -0.0748 -0.0020
H 5.320 -4.412 2.769 0.2673 -0.2030 0.0529
H 4.421 -6.823 2.253 0.2007 0.1525 -0.0430
H 3.226 -6.507 3.475 -0.3005 -0.3047 -0.0644
H 4.916 -6.335 5.203 0.2360 -0.1343 0.2421
H 6.143 -6.793 4.003 0.3094 -0.0179 0.4301
H 3.749 -8.527 4.575 -0.1852 -0.2733 0.3916
H 5.175 -8.727 5.618 0.0902 -0.0349 -0.1934
H 5.180 -9.128 3.855 0.4167 0.1410 0.0746
H 2.846 -1.582 1.443 -0.2603 -0.3377 -0.0856
H 4.110 -2.363 0.497 0.0257 0.1688 -0.0305
H 5.745 -2.212 2.461 0.0825 0.3461 -0.2879
H 4.405 -2.159 3.547 0.0563 0.1632 0.2977
H 3.778 0.225 2.733 -0.0711 -0.2778 0.4755
H 5.179 0.142 1.743 -0.0839 0.0348 -0.3399
H 6.777 -0.082 3.639 -0.2177 -0.3841 0.0816
H 5.283 -0.067 4.714 0.6315 0.1779 0.3633
H 5.749 1.328 3.679 0.1208 0.1034 0.5591
C -2.928 5.382 -1.110 -0.8898 -0.9615 -1.3369
C -2.457 4.434 -2.245 0.9596 0.4600 0.7288
C -1.310 3.533 -1.726 -0.9411 -0.2630 0.3868
C -1.756 2.134 -1.131 0.7871 0.7764 -0.5371
N -0.783 1.599 -0.064 -0.4675 2.6370 0.7410
C -1.327 0.262 0.551 1.8279 -0.3851 -1.1701
C -1.183 0.324 2.064 -0.5482 -0.4494 -0.4247
C -0.296 1.504 2.302 -0.1156 0.6664 0.5232
C -0.756 2.543 1.234 0.9054 -1.8060 0.0797
C 0.647 1.543 -0.697 -1.6275 -2.1780 -0.3716
H -3.646 6.048 -1.588 -0.3464 0.0088 0.5035
H -2.194 6.038 -0.641 0.4212 -0.4794 -0.1166
H -3.392 4.714 -0.385 -0.2043 0.6602 0.4372
H -2.069 5.062 -3.047 0.1437 -0.1139 -0.2359
H -3.254 3.829 -2.677 -0.2934 0.1712 0.1817
H -0.871 4.172 -0.959 0.4390 -0.4604 0.1025
H -0.616 3.422 -2.559 0.3502 -0.4651 0.3195
H -1.800 1.438 -1.969 0.4943 -0.4820 0.1816
H -2.766 2.061 -0.727 0.0721 0.6718 0.4812
H -0.610 -0.381 0.039 -0.5428 -1.1499 0.4316
H -2.349 -0.012 0.288 0.2613 0.6024 -0.7426
H -0.836 -0.625 2.471 0.3383 0.0067 -0.1766
H -2.182 0.443 2.484 -0.0029 0.4025 0.1978
H 0.752 1.220 2.203 0.1651 0.0885 -0.6568
H -0.321 1.832 3.341 -0.5383 0.5356 -0.0988
H -0.037 3.362 1.216 -0.1769 0.0172 -0.7520
H -1.775 2.903 1.380 0.0068 -0.0195 0.1238
H 1.214 0.744 -0.219 0.2094 0.5569 0.8423
H 1.169 2.471 -0.929 -0.4431 0.1675 0.6769
H 0.487 1.014 -1.637 -0.3488 0.2923 -0.3748
O 0.839 -2.555 -0.244 -0.7011 0.3701 0.8124
C 0.489 -2.497 -1.605 0.5693 -0.3479 0.9094
C -0.943 -2.684 -2.233 -1.0515 0.7807 -0.0380
O -1.995 -1.727 -2.168 1.1643 -0.0913 0.6315
H 1.171 -3.246 -2.009 -0.2647 -1.0136 -1.2105
H 0.929 -1.620 -2.079 -0.1623 1.1603 -0.2423
H -1.356 -3.665 -1.997 0.0166 -0.7139 0.9478
H -0.708 -2.876 -3.280 0.5303 0.2255 -0.8505
O -5.510 -3.537 3.445 2.5569 1.0572 -4.1928
C -4.876 -3.393 2.345 -2.7320 -1.0362 3.2853
O -3.627 -2.941 2.268 -0.1051 0.5121 1.9563
C -3.028 -3.175 1.012 0.5645 0.2907 -1.0628
C -3.972 -4.150 0.361 1.0811 -0.1882 -1.9822
C -5.293 -3.901 0.960 -0.9567 -0.3532 1.1231
H -2.014 -3.565 1.096 -0.0649 -0.1125 0.4710
H -2.885 -2.245 0.461 -0.3522 0.1246 -0.1030
H -3.595 -5.157 0.541 -0.2051 -0.1070 -0.2537
H -4.046 -3.905 -0.698 0.5560 -0.5798 -0.1960
H -5.892 -4.805 1.074 -0.0158 0.0679 0.1689
H -5.877 -3.244 0.316 -0.0477 0.5224 0.5968
O 2.958 3.225 -2.344 1.4274 -1.9968 -0.3125
C 3.538 2.203 -2.703 -2.0212 1.8332 -0.3279
O 4.845 2.167 -2.994 0.8545 2.3906 0.2344
C 5.352 0.888 -3.350 -0.7734 0.4872 1.9537
C 4.063 0.231 -3.707 -0.0525 -2.7242 -1.7404
C 2.888 0.868 -3.030 1.3069 0.7685 1.0296
H 5.787 0.547 -2.410 0.1582 -0.6236 -0.0399
H 6.162 0.924 -4.079 -0.4711 0.3047 -0.2729
H 4.126 -0.834 -3.480 -0.1823 -0.1695 -0.5409
H 3.921 0.416 -4.771 0.0260 -0.5590 -0.2235
H 2.667 0.408 -2.067 -0.3039 -0.2566 -0.1088
H 2.004 0.946 -3.663 0.0149 0.0768 0.2607
O 0.783 7.156 -5.180 0.5834 -2.6708 -0.4887
C 0.981 5.976 -5.459 1.8054 2.7866 1.5689
O 2.195 5.332 -5.048 -2.1749 -0.4159 -0.9507
C 2.015 3.911 -5.372 0.1460 -0.3791 1.0367
C 0.999 3.862 -6.426 -1.0200 -0.5559 -3.0071
C 0.109 5.059 -6.224 -0.4180 -0.4514 0.5124
H 1.608 3.333 -4.542 -0.1049 0.6271 0.7100
H 2.915 3.334 -5.587 0.5254 0.9101 -0.3125
H 0.501 2.900 -6.546 -0.1779 0.0191 0.6764
H 1.339 4.021 -7.449 1.0438 -0.0522 -0.0010
H -0.750 4.831 -5.594 -0.2369 0.1477 -0.0094
H -0.209 5.523 -7.157 -0.1474 0.0416 0.2519
O -2.497 2.467 5.110 1.5591 0.2003 0.6296
C -3.346 1.641 5.116 0.3412 0.3887 -0.1778
O -3.200 0.413 5.684 -0.9487 -1.0242 0.2544
C -4.403 -0.415 5.424 0.0066 1.2435 -1.3727
C -5.070 0.353 4.249 0.3275 -0.2880 -0.0341
C -4.601 1.798 4.389 -1.9471 -0.5253 -0.8368
H -5.044 -0.526 6.298 0.4113 0.0609 0.1661
H -4.130 -1.354 4.943 0.3648 -0.2536 0.9608
H -6.130 0.147 4.098 0.0569 0.1434 0.2069
H -4.524 -0.069 3.405 -0.3096 0.0846 -0.4862
H -5.305 2.500 4.837 0.0572 -0.2471 0.7097
H -4.420 2.308 3.443 0.3079 -0.3170 -0.0769
O -0.337 0.936 -5.555 -1.4465 -0.9570 -0.6198
C -1.430 0.489 -5.879 1.1112 0.2008 2.0872
O -1.740 0.204 -7.144 -0.5605 0.5715 -1.4955
C -3.174 0.316 -7.345 -0.3889 -0.0472 -0.0357
C -3.748 0.012 -6.005 -1.0256 -1.4054 0.9606
C -2.680 0.345 -4.978 0.5902 1.3798 -1.0473
H -3.559 -0.388 -8.083 0.7055 -0.1954 -0.0960
H -3.561 1.279 -7.679 1.0591 0.5668 -0.1474
H -3.935 -1.061 -6.039 0.0756 -0.1920 0.6037
H -4.734 0.447 -5.841 0.1581 0.3028 0.0529
H -2.652 -0.210 -4.040 0.6128 -0.7250 -0.1953
H -2.707 1.392 -4.676 -0.6646 0.3585 0.2523
C -1.300 8.560 0.538 -0.1809 -0.0161 -0.0147
Cl -3.017 9.006 0.585 -0.0206 -0.0983 -0.2361
Cl -0.892 7.551 1.916 0.2344 0.0058 0.3492
H -1.081 7.932 -0.326 -0.1710 0.4868 -0.1333
H -0.761 9.507 0.551 0.2015 -0.4158 0.0048
C -5.087 -0.561 -1.334 -0.0049 -0.7397 -0.4187
Cl -6.735 -0.282 -1.975 0.4648 0.1263 -0.5095
Cl -5.168 -0.205 0.373 0.4699 0.0839 0.6601
H -4.827 -1.604 -1.514 -0.1151 0.0315 0.2658
H -4.274 -0.016 -1.814 -0.4703 0.4227 -0.0524
C -4.941 5.315 3.945 -0.4566 0.5180 0.8162
Br -5.657 7.129 3.519 -0.4069 0.7618 -0.2213
Br -4.200 5.192 5.854 0.0294 -0.0121 0.6568
Br -3.746 4.624 2.461 0.6953 -0.6434 -1.2280
H -5.850 4.716 4.000 0.0538 -0.3033 -0.2351
C 2.599 6.936 -1.813 1.1405 -1.0136 0.2866
Br 3.133 8.100 -0.353 0.0546 0.1671 -0.6200
Br 1.467 5.576 -0.932 0.2761 0.7401 -0.9871
Br 4.212 6.118 -2.719 -0.9135 0.7008 0.9086
H 2.139 7.479 -2.638 -0.4077 -0.1870 0.4757
C -6.542 6.045 -1.950 0.3795 -0.1524 0.6884
Br -6.159 6.950 -0.230 -0.2979 -0.6058 -1.0051
Br -6.102 4.079 -1.755 -0.4276 1.4607 -0.4167
Br -5.681 6.966 -3.463 -0.1823 -0.6294 0.6087
H -7.608 6.119 -2.162 0.3350 -0.2009 0.2265
```
Positions in Å, forces in eV/Å.

Computed properties:
total charge: -1
HOMO (alpha / beta): -1.8 / -3.8 eV
LUMO level (alpha / beta): 1.19 / 1.19 eV
E: -28345.13841 Ha
multiplicity: 2
Kohn-Sham gap (alpha / beta): 2.9410 / 4.9866 eV